40
Properties=species:S:1:pos:R:3:forces:R:3:mulliken_charge:R:1 method="wB97M-V/def2-TZVPD" homo_lumo_gap_ha="0.2098 / 0.2077" e_homo_ev="-14.87 / -14.82" s_squared=16.063 spin_multiplicity=8 total_charge=+2 lumo_ev="-9.16 / -9.17"
Gd -0.02283 -0.65279 -0.21871 0.08 -1.81 1.34 0.182
I -0.01292 -3.26914 -1.35492 -0.01 0.09 -0.46 -0.206
P -2.63285 0.16782 0.48930 -1.91 -0.47 0.33 0.961
P 2.60272 0.08129 0.55168 1.82 -0.47 0.25 0.888
O 0.03604 1.39900 -3.18864 0.00 -2.84 -5.10 -0.135
O -0.06266 -1.49996 1.80295 0.29 0.73 -0.55 -0.287
O 0.93491 -1.64811 3.86687 -2.10 1.20 -2.34 -0.514
O -0.01222 2.24370 1.94956 0.04 -3.23 -2.79 -0.193
C 0.03684 0.83881 -4.21019 0.01 2.75 4.62 0.733
C 3.64116 0.10125 -0.95420 -0.27 0.17 -0.36 -1.211
C 0.03917 0.13974 -5.44478 -0.01 -0.40 -0.27 -0.673
C -0.00622 1.37350 1.18257 -0.03 4.46 3.57 0.339
C 0.09659 -1.17621 3.08529 1.79 -1.04 1.55 0.083
C -3.43123 -1.28947 1.28236 0.49 -0.13 0.03 -1.245
C 3.28389 -1.37732 1.41514 -0.44 -0.23 0.01 -1.228
C -3.60037 0.27852 -1.05064 0.26 0.16 -0.41 -1.248
C -3.33148 1.51637 1.49136 0.44 0.35 0.09 -1.201
C 3.31206 1.41965 1.55547 -0.48 0.42 -0.03 -1.226
H 4.37155 -1.26833 1.49907 -0.21 0.03 -0.04 0.451
H -0.86698 -0.49232 -5.49080 0.15 0.12 0.10 0.339
H -3.51268 1.29556 -1.44696 -0.17 -0.11 -0.03 0.348
H 3.00719 2.39095 1.14497 0.21 -0.12 0.19 0.383
H -3.18707 -0.41584 -1.79162 -0.19 0.00 0.03 0.335
H -2.95283 2.47519 1.11504 -0.21 -0.10 0.18 0.392
H 4.40899 1.35157 1.59771 -0.37 -0.07 -0.09 0.402
H 2.90171 1.32355 2.56524 0.14 0.10 -0.04 0.386
H 2.83155 -1.46806 2.40915 0.08 -0.03 -0.15 0.326
H 3.04564 -2.28792 0.85464 0.08 0.08 0.11 0.380
H 3.58943 1.09619 -1.41578 0.17 -0.19 0.05 0.346
H -3.15469 -1.29302 2.34550 -0.12 -0.11 -0.28 0.333
H 0.04613 0.83546 -6.29730 0.00 0.14 0.20 0.376
H 3.25290 -0.63191 -1.67421 0.21 0.04 0.11 0.341
H -0.61310 -0.39256 3.40972 0.01 -0.13 0.21 0.334
H -4.65232 0.02616 -0.88028 0.19 0.13 -0.04 0.399
H -4.52417 -1.22039 1.17305 0.37 0.04 0.06 0.455
H -2.98116 1.38666 2.52282 -0.14 0.13 -0.15 0.363
H 4.68196 -0.15285 -0.71309 -0.27 0.14 -0.08 0.387
H 0.93979 -0.50021 -5.48293 -0.14 0.12 0.10 0.340
H -3.06990 -2.22287 0.82757 -0.15 0.21 0.16 0.372
H -4.43250 1.51834 1.47803 0.41 -0.13 -0.08 0.394


44
Properties=species:S:1:pos:R:3:forces:R:3:mulliken_charge:R:1 method="wB97M-V/def2-TZVPD" homo_lumo_gap_ha="0.3326 / 0.1951" e_homo_ev="-14.97 / -14.97" s_squared=8.766 spin_multiplicity=6 total_charge=+2 lumo_ev="-5.92 / -9.66"
Ir 0.85317 1.18844 0.36336 -0.56 -0.70 -0.99 1.893
I -2.96697 -2.65459 2.48864 0.21 0.51 0.03 0.139
O 0.72654 -1.75939 3.29467 0.40 -0.45 -0.80 -0.373
O 1.55765 0.08944 2.26859 0.22 0.16 -0.28 -0.680
O -1.26229 0.47893 1.67993 0.19 -0.13 0.27 -0.417
O 0.39814 -0.73547 -0.91719 0.59 1.00 0.91 0.136
O 1.65518 -3.30881 1.08245 0.06 -0.15 -0.07 -0.277
N -1.02163 2.28032 -0.32292 0.54 -0.03 0.46 -0.634
N 1.38329 1.75900 -1.97377 0.07 -0.04 0.19 -0.590
N -1.18541 0.50902 3.95123 0.18 -0.03 -0.06 -0.259
N -0.57975 -0.49451 -1.89036 -0.70 -0.96 -0.52 -0.280
N 2.91820 -0.01423 0.10274 -0.38 0.32 0.30 -0.591
C 1.21526 -1.06685 2.48139 -0.78 0.50 1.07 0.682
C 0.05471 -0.07306 -3.12909 0.44 -0.18 0.21 -0.882
C -1.74289 0.17798 2.79578 -0.67 -0.16 -0.12 0.416
C 1.51158 -2.11356 0.71312 -0.16 0.96 -0.23 0.797
C -3.08642 -0.52938 2.86809 0.26 -0.16 -0.01 -1.337
C 0.20877 -1.88951 -0.12877 -0.45 -0.85 -0.08 -0.043
C 2.81014 -1.47521 0.09164 0.33 -0.52 0.07 -1.004
C 1.39150 0.66246 -2.96769 -0.23 -0.11 -0.17 -0.552
C -1.81234 1.68711 -1.42577 -0.14 -0.46 -0.09 -0.696
C -1.79755 0.14937 -1.43380 0.31 0.61 0.25 -0.555
H -0.27944 0.95174 3.97262 0.01 0.04 -0.04 0.246
H -1.55707 2.20046 0.53906 -0.04 0.03 -0.02 0.294
H 3.49541 0.27710 -0.67911 0.03 -0.05 -0.01 0.250
H -2.01482 -0.20850 -0.42711 -0.08 -0.11 -0.08 0.163
H -1.57182 0.20555 4.83033 -0.06 -0.02 -0.02 0.205
H -3.54829 -0.42415 3.84451 -0.02 -0.01 -0.01 0.606
H -2.59639 -0.19038 -2.09421 0.00 -0.02 0.02 0.341
H -1.44163 2.07230 -2.37508 -0.02 0.06 0.02 0.373
H -2.85777 1.99270 -1.34291 0.07 0.15 0.01 0.539
H 0.77102 2.49943 -2.30190 0.09 0.10 0.03 0.231
H 0.26078 -0.96522 -3.72601 0.01 0.12 -0.14 0.382
H 2.82915 -1.83342 -0.93832 -0.03 -0.01 0.00 0.407
H 3.63496 -1.94653 0.62751 0.05 0.09 -0.08 0.546
H 2.31684 2.15967 -1.94314 -0.07 0.18 -0.07 0.295
H -0.66391 0.52448 -3.68777 -0.05 0.01 0.03 0.381
H 1.65829 1.04015 -3.95749 0.12 -0.02 0.04 0.507
H -0.88238 3.27233 -0.49336 -0.01 0.02 0.04 0.281
H -3.74540 -0.14289 2.09790 0.03 0.07 0.02 0.372
H 2.15725 -0.05279 -2.67193 0.01 0.02 0.01 0.210
H -0.65101 -1.81722 0.54246 0.05 0.12 0.04 -0.355
H 3.37680 0.28955 0.95531 0.17 -0.03 -0.07 0.351
H 0.08058 -2.77186 -0.76363 -0.01 0.09 -0.09 0.480


36
Properties=species:S:1:pos:R:3:forces:R:3:mulliken_charge:R:1 method="wB97M-V/def2-TZVPD" homo_lumo_gap_ha=0.3108 e_homo_ev=-7.65 spin_multiplicity=1 lumo_ev=0.81
O 1.25068 1.75104 -0.05664 1.50 -0.70 1.12 -0.528
O -0.81509 0.70166 0.17441 -1.21 0.00 0.29 -0.321
N 0.92992 -0.49279 -1.35175 -1.11 4.12 1.80 -0.369
N 1.30619 -1.07082 -0.14400 3.74 0.52 -0.12 -0.136
C -2.49702 0.64324 2.00950 2.07 3.65 0.96 -1.935
C 2.18256 -2.27201 -0.38820 -2.78 -0.54 1.51 -0.821
C -0.17304 -1.22139 -1.81346 1.48 -3.04 -1.45 -0.593
C 0.14984 1.24283 -0.61587 1.53 -2.95 -2.24 1.023
C -0.07297 0.81702 2.50662 0.71 1.84 -1.42 -1.777
C 0.54850 -2.55415 -2.23834 0.37 -0.62 1.26 -0.975
C -0.28019 1.99919 -1.85255 -1.36 1.16 -0.02 -1.895
C -1.19169 1.24476 1.45588 4.16 1.57 2.97 1.739
C -0.98867 2.78402 1.58166 -2.18 -1.15 -4.04 -1.998
C 1.26628 -3.28853 -1.07121 0.25 0.34 -0.79 -0.584
H 3.00107 -2.14274 -1.00647 1.44 1.36 -1.51 0.452
H -0.03440 3.18576 1.69721 1.67 0.02 0.26 0.420
H 2.64619 -2.61465 0.53649 -0.48 -0.06 0.39 0.319
H -0.25127 3.05612 -1.70839 0.24 1.24 1.30 0.589
H -0.23330 -0.17044 2.62761 0.10 -3.66 0.65 0.559
H 1.86034 1.00757 0.33809 -1.82 1.03 -1.11 0.436
H -0.83080 -1.52200 -1.00108 -1.03 0.51 -0.12 0.219
H 0.50040 -1.30573 0.38297 -0.93 -0.68 0.80 0.090
H -0.07201 1.26998 3.47813 -0.98 0.57 0.54 0.513
H 0.40977 2.03835 -2.66961 0.51 -1.28 -0.55 0.461
H -0.52918 -0.77746 -2.72392 -1.02 0.34 -0.08 0.468
H -2.60550 -0.21287 1.51541 -0.91 -3.76 -1.73 0.529
H 0.96274 1.02973 2.20386 -0.53 -0.32 -0.45 0.279
H -1.33993 2.00347 -2.20443 0.77 -1.31 0.35 0.325
H 0.41786 -3.52607 -0.42879 0.46 -0.94 0.50 0.292
H 0.04357 -3.33981 -2.72545 -1.71 -0.59 -0.65 0.464
H 1.87585 -4.14956 -1.51689 -1.18 0.77 0.94 0.337
H -2.43790 0.51852 3.10092 0.02 0.00 -0.52 0.336
H -1.62452 3.07477 2.30398 -1.81 1.05 3.21 0.682
H 1.32977 -2.36334 -2.89932 1.26 1.09 -1.50 0.495
H -1.46324 3.31278 0.73832 0.31 -0.15 -0.31 0.412
H -3.24081 1.34353 1.76530 -1.57 0.57 -0.24 0.493


40
Properties=species:S:1:pos:R:3:forces:R:3:mulliken_charge:R:1 method="wB97M-V/def2-TZVPD" homo_lumo_gap_ha=0.3474 e_homo_ev=-8.70 smiles="CCOP(=O)(CCP(=S)(N1CC1)N1CC1)OCC" spin_multiplicity=1 lumo_ev=0.75
S 2.32259 1.69996 -2.52275 0.59 0.16 -0.46 -0.255
P 0.94299 0.98578 -1.36901 1.10 -0.23 -0.66 0.172
P -0.85171 0.60218 1.79462 -1.96 0.47 2.47 1.001
O -1.90423 1.03140 2.76146 0.61 -0.39 -0.70 -0.806
O -1.37888 -0.73902 1.00663 2.04 1.43 0.39 -0.172
O 0.52324 0.21415 2.60477 -1.44 0.03 -2.27 -0.315
N -0.58543 0.83712 -2.14760 0.48 -0.27 1.02 -0.011
N 1.36354 -0.63506 -0.80520 -1.57 1.61 0.32 0.053
C -2.87673 -1.83554 -0.49934 -0.67 0.21 0.06 -1.381
C 2.03028 -1.46697 -1.78666 1.41 -0.37 0.74 -0.403
C -0.48376 0.43576 -3.54337 0.17 0.90 -0.81 -0.415
C -0.81483 1.87530 -3.15392 0.56 -1.15 -1.37 -0.544
C 1.52597 -1.15299 4.22926 -0.38 -0.03 0.74 -1.362
C -0.59961 2.09359 0.74191 2.12 -0.09 0.01 -0.872
C 2.77666 -0.87398 -0.57530 0.47 -0.86 -1.00 -0.562
C 0.56931 -1.14957 3.06492 -0.37 -0.26 1.21 -0.023
C -2.62036 -0.57509 0.32744 -0.95 -1.41 0.22 -0.042
C 0.77071 2.19929 -0.02667 -1.56 -0.79 0.55 -1.023
H 3.12769 -1.62239 0.14611 -0.84 0.46 0.24 0.241
H 2.32053 -1.09869 -2.76965 -0.31 0.20 0.25 0.290
H -0.63599 2.98869 1.38504 -0.21 -0.74 0.24 0.436
H -1.44579 2.17802 0.08286 -0.33 -0.16 -0.37 0.438
H 1.47138 -2.10186 4.76782 0.23 -0.15 -0.28 0.411
H -1.80345 2.15563 -3.45502 -0.70 0.14 0.82 0.304
H 1.59425 1.97993 0.65498 0.05 0.16 0.03 0.387
H 0.92578 -1.78599 2.27417 0.06 -0.23 -0.48 0.216
H -0.42840 -1.52574 3.40167 0.58 0.56 -0.41 0.320
H -3.40836 -0.46477 1.09579 0.30 0.30 -0.49 0.372
H -0.06852 2.65049 -3.30109 0.13 -0.34 0.03 0.235
H -3.83872 -1.70804 -1.04246 0.67 -0.01 0.11 0.385
H -3.00493 -2.72889 0.11357 0.14 0.12 0.18 0.351
H 0.47093 0.22308 -4.05017 -0.26 0.29 0.75 0.225
H -1.29443 -0.18531 -3.90269 -0.13 0.03 0.20 0.271
H 0.90161 3.21884 -0.43999 0.02 -0.80 -0.02 0.519
H -2.56951 0.25248 -0.35595 -0.07 0.61 -0.13 0.182
H 3.47784 -0.03964 -0.67381 -0.34 -0.27 -0.50 0.234
H 1.79067 -2.54456 -1.71267 0.00 0.80 -0.11 0.250
H 2.53409 -0.96268 3.88141 0.24 0.05 0.15 0.298
H -2.05611 -2.01540 -1.18963 -0.03 0.08 -0.17 0.276
H 1.22969 -0.40951 4.98850 0.16 -0.04 -0.51 0.322


35
Properties=species:S:1:pos:R:3:forces:R:3:mulliken_charge:R:1 method="wB97M-V/def2-TZVPD" homo_lumo_gap_ha=0.2844 e_homo_ev=-10.75 spin_multiplicity=1 total_charge=+1 lumo_ev=-3.01
N -1.90843 -1.28637 0.35723 -0.69 -0.53 0.85 -0.021
N 1.26294 1.48879 0.21072 1.65 2.28 -0.44 0.240
N -2.54416 0.96285 -0.15465 -2.57 -2.24 -0.42 -0.154
C 3.59885 -1.25429 -0.75657 3.51 1.20 -1.19 -0.222
C -3.92314 0.92538 -0.79427 1.83 -4.06 1.08 -0.960
C -2.92038 -2.18283 -0.39937 1.20 2.55 0.57 -0.589
C 2.15724 0.42941 0.19236 0.82 0.00 -2.92 -0.269
C 3.31625 -2.30550 -0.04061 1.64 -1.62 -0.27 -0.567
C -1.88867 0.01986 0.48890 2.92 0.35 -0.54 0.628
C 2.93706 -0.00052 -0.83355 -2.01 3.07 -0.26 -0.467
C -0.83524 -2.01450 1.00193 -2.53 -5.85 -1.73 -0.801
C 1.49643 2.47579 -0.88149 -2.10 -3.75 -1.56 -1.290
C 1.29286 2.34309 1.38006 0.89 0.03 1.39 -1.192
H 2.38901 -2.23187 0.44751 -1.12 -1.01 0.87 0.047
H -3.80101 0.15840 -1.62502 -0.77 1.61 0.71 0.346
H 4.09179 -3.13493 0.00292 -1.61 0.99 0.34 0.256
H 2.16600 -0.24017 0.96680 -0.40 -1.11 2.56 0.691
H 4.62036 -1.13627 -1.18697 -0.74 -0.75 -0.10 0.232
H 3.07307 0.71767 -1.70466 0.08 -1.46 1.00 0.247
H -3.35053 -1.41277 -1.05052 -0.13 -1.45 -0.37 0.052
H 2.20367 3.01279 1.57476 -1.00 -0.76 -0.97 0.328
H 1.45971 1.81745 -1.78335 -0.19 1.14 0.14 0.393
H 0.65311 3.11892 -0.84107 -0.60 0.82 -0.34 0.396
H 2.39130 3.00928 -0.90547 1.72 0.75 0.56 0.381
H -2.35173 -3.00334 -0.82902 -0.04 0.40 -0.51 0.372
H -3.66186 -2.60961 0.24769 -0.30 0.07 0.61 0.302
H 0.39828 2.93689 1.29974 -0.22 0.54 0.53 0.408
H -4.61713 0.52660 -0.01764 0.32 0.31 -0.74 0.356
H 0.00129 -1.54544 1.27999 2.98 2.62 0.48 0.245
H 1.29602 1.72825 2.25799 -0.49 -0.37 0.76 0.380
H -0.91089 0.46649 0.99325 -2.17 -1.19 -0.83 0.013
H -2.17296 1.80026 0.09152 0.81 3.25 0.50 0.230
H -1.12848 -2.59892 1.92104 -0.32 0.60 -0.97 0.316
H -4.22619 1.86519 -1.09532 -0.30 1.85 -0.78 0.394
H -0.56444 -2.84598 0.18515 -0.09 1.73 1.99 0.277


37
Properties=species:S:1:pos:R:3:forces:R:3:mulliken_charge:R:1 method="wB97M-V/def2-TZVPD" homo_lumo_gap_ha=0.3097 e_homo_ev=-11.65 spin_multiplicity=1 total_charge=+1 lumo_ev=-3.23
O 3.88734 -1.61889 0.30866 -0.09 0.01 -0.01 -0.355
O 4.03836 0.55937 0.80462 -0.19 -0.11 0.00 -0.569
N -1.85239 0.83726 0.24342 0.36 -0.06 0.24 0.583
N -0.65380 1.38572 -0.31816 0.32 0.02 -0.29 -0.785
N -4.54668 0.24754 0.71627 -0.51 -0.15 0.36 -0.147
C -3.69894 -0.68690 -0.09320 0.10 -0.24 -0.32 -0.724
C -2.71292 1.81711 0.84053 -0.28 0.08 -0.06 -0.745
C 4.03441 -1.54488 -2.03988 0.03 0.11 -0.02 -0.452
C 0.71377 0.39174 1.54278 0.22 -0.17 -0.02 -1.076
C 4.11857 -0.32075 -0.00268 0.23 0.20 -0.02 0.546
C -2.54306 0.04548 -0.74705 -0.20 0.20 0.34 -0.508
C 4.49324 -0.20439 -1.46752 -0.25 -0.33 -0.12 -0.408
C 4.15898 -2.46027 -0.82866 0.02 -0.07 -0.11 -0.468
C -3.72527 1.06475 1.66817 0.42 0.09 -0.37 -0.807
C 0.51258 0.56458 0.05389 -0.21 0.17 0.39 -0.315
H -1.85190 -0.70730 -1.09729 0.10 -0.18 -0.35 0.285
H 5.16396 -2.87085 -0.71867 0.01 0.02 0.00 0.293
H 3.44379 -3.27894 -0.83517 -0.02 0.02 0.13 0.312
H -5.08503 0.84806 0.08633 0.13 0.13 0.06 0.379
H -3.23444 2.44835 0.10417 0.02 0.16 -0.14 0.355
H 4.61294 -1.88758 -2.89471 0.04 -0.02 0.04 0.338
H 0.86850 1.35793 2.01178 -0.06 0.17 0.22 0.282
H -3.16693 0.35693 2.26360 -0.10 -0.19 0.40 0.366
H -4.35039 1.70093 2.27861 -0.32 0.04 -0.01 0.435
H 1.60336 -0.19705 1.73351 0.27 -0.04 -0.01 0.392
H 5.57436 -0.07766 -1.53423 0.01 0.08 0.00 0.285
H -3.35279 -1.47591 0.56208 0.07 0.01 0.30 0.354
H 2.98900 -1.47679 -2.34650 0.00 -0.02 -0.01 0.227
H -5.23571 -0.28362 1.25417 0.03 -0.06 -0.15 0.355
H -2.90484 0.63293 -1.59844 0.09 0.16 -0.14 0.375
H -0.49585 2.30414 0.08525 -0.25 0.02 -0.04 0.335
H -0.10565 -0.13722 2.00919 -0.36 0.03 0.14 0.277
H -2.16307 2.47811 1.49627 0.28 0.09 0.16 0.493
H 3.99867 0.64902 -1.92244 0.13 0.13 0.07 0.278
H 0.41838 -0.40247 -0.42568 0.03 -0.21 -0.26 0.136
H 1.38372 1.07362 -0.34406 0.10 0.02 -0.33 0.284
H -4.33426 -1.13212 -0.84896 -0.18 -0.09 -0.10 0.395


Repeat the first record exactly.
40
Properties=species:S:1:pos:R:3:forces:R:3:mulliken_charge:R:1 method="wB97M-V/def2-TZVPD" homo_lumo_gap_ha="0.2098 / 0.2077" e_homo_ev="-14.87 / -14.82" s_squared=16.063 spin_multiplicity=8 total_charge=+2 lumo_ev="-9.16 / -9.17"
Gd -0.02283 -0.65279 -0.21871 0.08 -1.81 1.34 0.182
I -0.01292 -3.26914 -1.35492 -0.01 0.09 -0.46 -0.206
P -2.63285 0.16782 0.48930 -1.91 -0.47 0.33 0.961
P 2.60272 0.08129 0.55168 1.82 -0.47 0.25 0.888
O 0.03604 1.39900 -3.18864 0.00 -2.84 -5.10 -0.135
O -0.06266 -1.49996 1.80295 0.29 0.73 -0.55 -0.287
O 0.93491 -1.64811 3.86687 -2.10 1.20 -2.34 -0.514
O -0.01222 2.24370 1.94956 0.04 -3.23 -2.79 -0.193
C 0.03684 0.83881 -4.21019 0.01 2.75 4.62 0.733
C 3.64116 0.10125 -0.95420 -0.27 0.17 -0.36 -1.211
C 0.03917 0.13974 -5.44478 -0.01 -0.40 -0.27 -0.673
C -0.00622 1.37350 1.18257 -0.03 4.46 3.57 0.339
C 0.09659 -1.17621 3.08529 1.79 -1.04 1.55 0.083
C -3.43123 -1.28947 1.28236 0.49 -0.13 0.03 -1.245
C 3.28389 -1.37732 1.41514 -0.44 -0.23 0.01 -1.228
C -3.60037 0.27852 -1.05064 0.26 0.16 -0.41 -1.248
C -3.33148 1.51637 1.49136 0.44 0.35 0.09 -1.201
C 3.31206 1.41965 1.55547 -0.48 0.42 -0.03 -1.226
H 4.37155 -1.26833 1.49907 -0.21 0.03 -0.04 0.451
H -0.86698 -0.49232 -5.49080 0.15 0.12 0.10 0.339
H -3.51268 1.29556 -1.44696 -0.17 -0.11 -0.03 0.348
H 3.00719 2.39095 1.14497 0.21 -0.12 0.19 0.383
H -3.18707 -0.41584 -1.79162 -0.19 0.00 0.03 0.335
H -2.95283 2.47519 1.11504 -0.21 -0.10 0.18 0.392
H 4.40899 1.35157 1.59771 -0.37 -0.07 -0.09 0.402
H 2.90171 1.32355 2.56524 0.14 0.10 -0.04 0.386
H 2.83155 -1.46806 2.40915 0.08 -0.03 -0.15 0.326
H 3.04564 -2.28792 0.85464 0.08 0.08 0.11 0.380
H 3.58943 1.09619 -1.41578 0.17 -0.19 0.05 0.346
H -3.15469 -1.29302 2.34550 -0.12 -0.11 -0.28 0.333
H 0.04613 0.83546 -6.29730 0.00 0.14 0.20 0.376
H 3.25290 -0.63191 -1.67421 0.21 0.04 0.11 0.341
H -0.61310 -0.39256 3.40972 0.01 -0.13 0.21 0.334
H -4.65232 0.02616 -0.88028 0.19 0.13 -0.04 0.399
H -4.52417 -1.22039 1.17305 0.37 0.04 0.06 0.455
H -2.98116 1.38666 2.52282 -0.14 0.13 -0.15 0.363
H 4.68196 -0.15285 -0.71309 -0.27 0.14 -0.08 0.387
H 0.93979 -0.50021 -5.48293 -0.14 0.12 0.10 0.340
H -3.06990 -2.22287 0.82757 -0.15 0.21 0.16 0.372
H -4.43250 1.51834 1.47803 0.41 -0.13 -0.08 0.394